C3H4GdO3 | wB97M-V/def2-TZVPD

Calculated values
- Spin multiplicity: 9
- HOMO level (spin up / spin down): -4.9 / -9.0 eV
- Energy above the lowest of the compared OMol25 structures with the same formula, charge and spin: 162.84 kcal/mol
- Orbital gap (spin up / spin down): 0.17732 / 0.22158 Ha
- Lowest unoccupied orbital energy (spin up / spin down): -0.0019 / -0.1079 hartree

Structure (XYZ):
```
11
Properties=species:S:1:pos:R:3:mulliken_charge:R:1
Gd 1.121 -1.874 -0.526 0.699
H -0.771 1.240 0.611 0.270
O 2.218 0.072 -0.697 -0.724
O 0.093 0.282 -1.264 -0.569
C -0.720 -0.858 1.115 -1.023
O 1.439 2.088 -1.297 -0.608
H -1.516 -1.601 1.247 0.336
C -1.038 0.242 0.240 0.123
H -1.973 0.136 -0.320 0.208
H -0.164 -0.599 2.027 0.303
C 1.311 0.872 -1.134 0.984
```